A structure of composition C30H35IN6OPRbSSe2. Source: OMol25; level of theory: ωB97M-V/def2-TZVPD.

```
78
C30H35IN6OPRbSSe2 (ωB97M-V/def2-TZVPD)
Rb -0.64066 0.97401 0.18687
N -2.81339 -1.14646 0.69213
C -2.80654 -1.75299 2.02631
C -1.39527 -1.79313 2.58770
N -0.89668 -0.45248 2.89784
H -3.75612 -1.11807 0.32209
H -2.26275 -1.72061 0.05696
H -3.21380 -2.77279 2.03712
H -3.44296 -1.14832 2.68041
H -0.73715 -2.23798 1.83519
H -1.37516 -2.47343 3.44805
H 0.12058 -0.45267 2.88700
H -1.19017 -0.16400 3.82326
Se 2.49800 -0.47906 1.43392
P 2.02323 -2.16184 0.17431
Se 0.59534 -1.85091 -1.42629
C 1.44948 -3.56585 1.20729
C 0.74289 -4.60896 0.61274
C 0.30904 -5.68193 1.37527
C 0.57702 -5.72208 2.73755
C 1.28188 -4.68656 3.33260
C 1.71599 -3.61044 2.57058
C 3.57506 -2.82891 -0.53045
C 3.66465 -3.22777 -1.85703
C 4.85428 -3.74963 -2.34928
C 5.95423 -3.88009 -1.51732
C 5.86792 -3.48234 -0.18786
C 4.68536 -2.95491 0.30288
H 0.51617 -4.56120 -0.44526
H -0.24522 -6.48516 0.90613
H 0.23299 -6.55836 3.33309
H 1.48836 -4.70907 4.39524
H 2.24364 -2.78391 3.03147
H 2.79981 -3.11958 -2.49979
H 4.91809 -4.05342 -3.38672
H 6.88085 -4.28783 -1.90130
H 6.72639 -3.57529 0.46495
H 4.62277 -2.61774 1.33039
C -4.51031 3.91412 -0.91494
C -3.06608 3.58201 -1.19544
O -2.28695 3.32901 -0.28710
N -2.68625 3.63396 -2.49311
C -1.34427 3.29534 -2.90151
C -1.20307 1.88080 -3.41051
C -0.35927 1.59981 -4.47823
C -0.25183 0.29128 -4.92192
C -1.00672 -0.68750 -4.29760
C -1.81662 -0.31033 -3.23798
N -1.90600 0.93713 -2.78539
H -4.86287 3.27034 -0.11189
H -5.15264 3.80555 -1.78833
H -4.56939 4.94636 -0.56731
H -3.40896 3.67517 -3.19097
H -0.70336 3.41148 -2.02940
H -0.99589 3.99987 -3.65843
H 0.19716 2.39840 -4.95219
H 0.40471 0.04282 -5.74565
H -0.95640 -1.72327 -4.60187
H -2.41752 -1.05105 -2.72169
S 3.97682 2.14076 -1.78176
C 3.47408 3.71052 -1.31921
C 2.13145 3.71622 -1.12011
N 1.49895 2.51769 -1.33441
C 2.35764 1.60557 -1.68683
H 4.16908 4.52567 -1.21077
H 1.54791 4.57250 -0.81257
H 2.08530 0.57508 -1.88464
I -5.22556 2.83728 3.26038
C -3.25102 3.49886 3.18150
C -2.89464 4.75459 3.64206
C -1.56594 5.13219 3.53619
C -0.66293 4.24348 2.97184
N -1.00656 3.03810 2.52988
C -2.27780 2.67261 2.63871
H -3.63278 5.42058 4.06847
H -1.23543 6.10194 3.88236
H 0.38152 4.51351 2.86435
H -2.53577 1.68331 2.27796
```

Orbital gap in eV: 7.22
2S+1: 1
Energy in Eh: -7432.29109
Highest occupied orbital energy in eV: -7.07
Lowest unoccupied orbital energy in eV: 0.1
ΔE to the lowest compared entry with this formula, charge and spin in kcal per mole: 0.00